Molecular formula: C3H5BrS
Method: DFT, the ωB97M-V functional and the def2-TZVPD basis

Geometry as XYZ:
```
10
Properties=species:S:1:pos:R:3:forces:R:3
C -0.3821 -1.8223 -0.1297 0.605 -0.393 -0.036
C 1.6770 -0.1692 0.2343 0.425 -0.836 -0.426
C 0.7569 0.9913 0.1244 0.123 -0.110 0.182
S 1.2485 -1.7746 0.0704 -0.655 1.409 0.230
Br 3.5336 0.1795 -0.0342 -0.169 -0.050 0.087
H -0.8568 -2.7617 0.0651 -0.072 -0.296 0.014
H -0.9667 -0.9799 -0.4305 -0.095 0.297 -0.030
H 1.2162 1.8598 0.5943 -0.010 0.024 -0.020
H -0.1765 0.7656 0.6403 -0.107 0.009 0.032
H 0.5259 1.2526 -0.9133 -0.046 -0.053 -0.032
```
Positions in Å, forces in eV/Å.

Values from the calculation:
- Charge: 0
- Energy relative to the best compared isomer or geometry (same formula, charge and spin): 1.943 eV
- Energy: -84067.3347 eV
- 2S+1: 1
- LUMO energy (spin up / spin down): 0.04 / 0.05 eV